No. 1
The following is a quantum chemistry calculation of an isolated ion of composition C6H8N and charge +1, from OMol25.

Geometry as XYZ:
```
15
Properties=species:S:1:pos:R:3
C -0.81 -2.31 0.29
C -0.21 -1.12 0.39
C 1.59 1.57 -1.51
C -1.68 -1.45 0.92
C 0.02 1.22 0.21
C 0.59 -0.06 0.54
N 0.40 1.56 -1.13
H -0.74 -3.22 -0.35
H 1.68 1.86 -2.59
H 2.46 1.68 -0.95
H -2.61 -1.13 0.42
H -1.76 -1.38 2.04
H -1.05 1.01 0.27
H 0.37 2.05 0.81
H 1.75 -0.29 0.64
```

Output
- energy above the lowest of the compared OMol25 structures with the same formula, charge and spin (kcal per mole) = 159.30
- highest occupied orbital energy (alpha / beta) (Ha) = -0.5079 / -0.5079
- net charge = +1

No. 2
The following is a quantum chemistry calculation of an isolated ion of composition CH7N5 and charge +2, from OMol25.

Geometry as XYZ:
```
13
Properties=species:S:1:pos:R:3
C 0.79 -0.85 0.03
N 1.24 0.34 -0.03
N -0.55 -0.93 0.29
N -2.35 0.39 -0.22
N 2.40 0.81 -0.18
N -1.23 0.17 0.31
H 1.18 -1.84 0.09
H -1.10 -1.79 0.47
H -2.99 -0.42 -0.28
H -2.77 1.31 -0.17
H 3.33 0.08 -0.12
H 2.45 1.80 -0.30
H -0.42 0.94 0.12
```

Output
- multiplicity = 3
- highest occupied orbital energy (alpha / beta) (Ha) = -0.6698 / -0.7769
- net charge = +2
- expectation value of S² = 2.013

Look up the net charge of the second one.
+2

Please write out number 1 again, unchanged.
The following is a quantum chemistry calculation of an isolated ion of composition C6H8N and charge +1, from OMol25.

Geometry as XYZ:
```
15
Properties=species:S:1:pos:R:3
C -0.81 -2.31 0.29
C -0.21 -1.12 0.39
C 1.59 1.57 -1.51
C -1.68 -1.45 0.92
C 0.02 1.22 0.21
C 0.59 -0.06 0.54
N 0.40 1.56 -1.13
H -0.74 -3.22 -0.35
H 1.68 1.86 -2.59
H 2.46 1.68 -0.95
H -2.61 -1.13 0.42
H -1.76 -1.38 2.04
H -1.05 1.01 0.27
H 0.37 2.05 0.81
H 1.75 -0.29 0.64
```

Output
- energy above the lowest of the compared OMol25 structures with the same formula, charge and spin (kcal per mole) = 159.30
- highest occupied orbital energy (alpha / beta) (Ha) = -0.5079 / -0.5079
- net charge = +1

Look up the net charge of the second one.
+2

What is the net charge in the second record?
+2